(1)
59
Properties=species:S:1:pos:R:3:forces:R:3 method="wB97M-V/def2-TZVPD" orbital_gap_ev="7.80 / 6.06" charge=+1 spin_multiplicity=2 e_lumo_ev="-4.7 / -6.4" relative_energy_kcal_mol=0.0 s_squared=0.779 energy_ha=-4802.8807
Pd 0.100600 -1.101033 -0.597308 0.4 0.0 -0.5
C -3.779298 -2.996367 -0.281506 0.0 0.0 0.0
C -2.588764 -2.536157 -0.833293 0.0 0.0 -0.1
N -1.636381 -2.036557 -0.059249 -0.1 0.1 0.0
C -1.870437 -1.961458 1.270619 0.0 0.1 0.1
C -3.060215 -2.441477 1.788581 0.0 0.0 0.0
N -4.009776 -2.963310 1.020495 0.0 0.0 0.0
C -0.829851 -1.285850 2.071947 0.0 0.0 0.1
C -0.833714 -1.057710 3.435285 -0.1 0.0 -0.1
C 0.219597 -0.344421 4.005999 0.1 0.0 0.0
C 1.250426 0.123767 3.186316 0.0 0.0 0.1
C 1.198179 -0.128103 1.831530 0.0 0.0 0.0
N 0.179882 -0.830589 1.330594 0.0 0.0 0.1
C 2.136019 0.351849 0.796990 0.0 -0.1 0.0
C 3.214514 1.184314 1.040426 0.0 -0.1 0.0
N 3.981483 1.656659 0.065430 0.0 0.0 0.0
C 3.667169 1.306848 -1.170982 0.0 0.0 0.0
C 2.600595 0.460826 -1.451906 0.0 -0.1 0.1
N 1.849633 -0.020531 -0.471204 -0.1 0.0 0.0
C 0.237783 -0.069089 5.458166 0.0 0.0 0.1
C 1.415385 -0.167369 6.190649 0.0 0.0 0.0
C 1.375470 0.096112 7.551678 0.0 0.0 0.0
N 0.270721 0.452714 8.198270 0.0 0.0 0.0
C -0.849727 0.553714 7.490820 0.0 0.0 0.0
C -0.922689 0.298898 6.129390 0.0 0.0 0.0
H -4.553859 -3.399428 -0.920773 0.0 0.0 0.0
H -2.406501 -2.572402 -1.897895 0.0 0.0 0.0
H -3.255226 -2.397396 2.852144 0.0 0.0 0.0
H -1.636692 -1.427407 4.056322 0.0 0.0 0.0
H 2.052700 0.708938 3.611845 0.0 0.0 0.0
H 3.462471 1.483222 2.050729 0.0 0.0 0.0
H 4.274570 1.699504 -1.976273 0.0 0.0 0.0
H 2.359804 0.168201 -2.462996 0.0 0.0 0.0
H 2.345627 -0.471594 5.727975 0.0 0.0 0.0
H 2.276900 0.012622 8.147363 0.0 0.0 0.0
H -1.737494 0.857211 8.033002 0.0 0.0 0.0
H -1.862458 0.424010 5.606913 0.0 0.0 0.0
O 0.012689 2.422187 -7.986960 0.0 0.0 0.0
C 0.637405 1.243669 -7.850432 0.0 0.0 0.0
O 1.296912 0.776663 -8.729580 0.0 0.0 0.0
C 0.490056 0.528305 -6.530555 0.0 -0.1 0.0
C 0.598766 -0.867654 -6.553079 0.0 0.1 0.0
C 0.495909 -1.575308 -5.384725 0.0 -0.1 0.1
C 0.309088 -0.900589 -4.145238 0.0 0.0 -0.2
S 0.212508 -1.915755 -2.786641 0.0 -0.2 0.1
C 0.222807 0.510408 -4.135642 0.0 0.0 0.2
C 0.306933 1.203184 -5.320645 0.0 0.1 -0.1
H -0.577045 2.609467 -7.246689 0.0 0.0 0.0
H 0.764916 -1.361608 -7.500144 0.0 0.0 0.0
H 0.562736 -2.655401 -5.381628 0.0 0.0 0.0
H 0.061191 1.031358 -3.202810 0.0 0.0 -0.1
H 0.250128 2.284734 -5.295211 0.0 0.0 0.0
F 0.108473 1.970855 0.293209 -0.1 0.1 0.0
As -1.499772 2.201019 -0.388050 -0.1 0.1 0.0
F -2.018547 0.848097 0.612450 0.0 0.0 0.0
F -1.889476 3.315040 0.843335 0.0 0.0 0.1
F -3.060410 2.292423 -1.088164 0.0 0.0 0.0
F -0.872833 3.416716 -1.430227 0.0 0.0 0.0
F -1.048901 0.991027 -1.618682 -0.2 0.0 0.2

(2)
65
Properties=species:S:1:pos:R:3:forces:R:3 method="wB97M-V/def2-TZVPD" orbital_gap_ev=8.16 smiles="NCc1ccc2c(c1Br)C(=O)c1cc(F)ccc1C2=O.FC(F)C(F)(F)COC(F)(F)C(F)F.FC(F)C(F)(F)COC(F)(F)C(F)F" spin_multiplicity=1 e_lumo_ev=-0.9 energy_ha=-5590.3444
N 0.630576 -1.594431 -1.155498 -0.2 0.0 0.1
C 0.477355 -1.609588 0.295470 0.2 0.0 -0.1
C 1.166949 -0.523375 1.104529 0.0 -0.2 0.2
C 1.789316 -0.941172 2.284238 0.2 0.1 0.0
C 2.438573 -0.063273 3.127472 0.0 0.2 -0.2
C 2.482351 1.285852 2.798010 0.0 -0.2 -0.1
C 1.878168 1.745010 1.620247 0.1 0.0 0.2
C 1.203430 0.834423 0.800233 -0.1 0.2 0.0
Br 0.170562 1.488493 -0.650271 0.0 0.0 0.0
C 2.012003 3.206736 1.322039 0.0 0.0 0.1
O 2.043478 3.667607 0.207921 -0.1 0.0 -0.1
C 2.143277 4.104532 2.514002 0.0 0.0 0.1
C 1.741434 5.427695 2.401372 0.0 0.1 0.1
C 1.874625 6.236487 3.512045 0.0 -0.1 0.0
F 1.470062 7.513863 3.437176 0.0 0.0 0.0
C 2.411460 5.787943 4.708775 0.0 0.0 -0.1
C 2.843346 4.477081 4.794312 0.0 0.1 0.0
C 2.698893 3.629235 3.702213 0.0 0.1 -0.2
C 3.158506 2.221245 3.746839 0.1 -0.1 0.2
O 3.996254 1.832311 4.535695 -0.3 0.1 -0.1
H -0.159538 -1.141244 -1.591079 0.1 0.0 0.0
H 1.442939 -1.059426 -1.433072 0.1 -0.1 0.0
H -0.577096 -1.627664 0.571023 -0.1 0.1 -0.2
H 0.892048 -2.550701 0.659687 -0.1 0.0 0.1
H 1.764112 -1.992037 2.541692 0.0 0.0 -0.1
H 2.926406 -0.392670 4.033851 0.0 0.0 0.0
H 1.334204 5.812151 1.477831 0.0 0.0 0.0
H 2.484908 6.474663 5.539663 0.0 0.0 0.0
H 3.289302 4.110559 5.707740 0.0 -0.1 0.0
C -1.801720 -5.365923 3.336748 0.3 -0.3 0.3
C -1.408741 -3.985661 2.790537 -0.2 -0.2 -0.2
C -2.100439 -2.773270 3.417219 0.0 0.1 0.0
F -3.428934 -2.831110 3.204667 0.0 0.0 0.0
F -1.629105 -1.639394 2.846650 0.0 -0.1 0.0
F -1.543862 -3.966924 1.449431 0.0 0.1 0.1
F -0.081523 -3.829683 3.080423 0.1 0.0 0.1
O -2.729939 -6.102214 2.572191 -0.1 0.3 -0.3
C -4.074229 -6.042963 2.800631 0.0 -0.2 0.1
C -4.830156 -5.609275 1.538433 0.0 0.0 0.0
F -4.429328 -4.381326 1.156678 0.0 0.0 0.0
F -6.150087 -5.564847 1.821337 0.0 0.0 0.0
F -4.386755 -5.265387 3.850911 0.0 0.0 0.0
F -4.498281 -7.296421 3.082780 0.0 0.0 0.1
H -0.884956 -5.951208 3.282124 0.0 0.0 0.0
H -2.088680 -5.308684 4.387112 -0.1 0.1 0.0
H -1.902795 -2.734882 4.491763 0.0 0.0 0.0
H -4.649270 -6.321971 0.732004 0.0 0.0 0.0
C 0.444190 0.240565 -6.128523 0.1 -0.4 -0.2
C 0.086790 0.823182 -4.755277 0.1 0.2 -0.1
C -1.351273 1.304473 -4.545099 0.0 0.0 0.1
F -1.639148 2.332641 -5.365134 0.0 0.0 0.0
F -1.476930 1.730805 -3.266228 -0.1 0.0 -0.1
F 0.950586 1.795809 -4.413341 0.0 -0.1 0.0
F 0.232883 -0.210435 -3.869684 0.0 0.0 0.0
O 1.111454 1.104635 -7.023932 0.0 0.4 0.3
C 0.439319 1.871004 -7.930921 0.1 -0.1 -0.1
C 0.775233 3.357622 -7.758684 0.0 0.0 0.0
F 0.409673 3.776104 -6.532858 0.0 0.0 0.0
F 0.084282 4.063712 -8.680865 0.0 0.0 0.0
F -0.888615 1.664512 -7.901338 0.0 0.0 0.0
F 0.875124 1.525607 -9.165101 -0.1 -0.1 -0.1
H 1.172222 -0.539850 -5.913293 0.0 0.0 0.0
H -0.419724 -0.237818 -6.590456 -0.1 0.1 0.1
H -2.060861 0.490806 -4.716350 0.0 0.0 0.0
H 1.845689 3.517462 -7.898709 0.0 0.0 0.0